No. 1
119
Properties=species:S:1:pos:R:3 method="wB97M-V/def2-TZVPD" charge=+1 relative_energy_kcal_mol=40.62 homo_lumo_gap_ev=4.36 energy_ev=-196279.3062
Ti 1.37239 -0.88133 1.26859
C -2.62717 3.87328 -0.91795
C -3.95280 3.07644 -1.01161
C -5.05106 3.68263 -0.16017
C -4.36888 2.78402 -2.46347
C -5.67593 2.04297 -2.76162
O -5.29045 1.17566 -3.82702
C -3.93559 1.07165 -3.86679
N -3.34744 1.85643 -3.02399
C -3.45204 0.14531 -4.84705
C -4.21948 0.10573 -6.01788
C -3.77593 -0.45840 -7.17718
C -2.67727 -1.28540 -7.09585
C -2.09575 -1.57156 -5.87012
C -2.31402 -0.75134 -4.77007
P -1.08754 -0.78475 -3.44387
C 0.43686 -0.65819 -4.36850
C 1.10871 0.56800 -4.30238
C 2.26594 0.80795 -5.05184
C 2.70022 -0.20609 -5.92050
C 2.10481 -1.42527 -5.91801
C 0.96388 -1.67330 -5.17001
C -0.93340 -2.50752 -2.89082
C 0.29492 -2.99292 -2.46569
C 0.45037 -4.33398 -2.02848
C -0.64168 -5.22599 -2.14271
C -1.91494 -4.71135 -2.53527
C -2.06003 -3.37756 -2.83085
H -2.31168 3.89390 0.16691
H -2.76335 4.88062 -1.28406
H -1.83496 3.41490 -1.51174
H -3.73842 2.08001 -0.49622
H -5.44182 4.67847 -0.48328
H -4.67818 3.75018 0.85031
H -5.94729 3.03322 -0.11225
H -4.24885 3.66868 -3.12298
H -6.39921 2.76045 -3.14003
H -6.00362 1.54069 -1.90739
H -5.12077 0.73812 -6.02881
H -4.31189 -0.32910 -8.12801
H -2.29113 -1.79365 -7.95521
H -1.46785 -2.47336 -5.74313
H 0.71658 1.34662 -3.67572
H 2.82355 1.73566 -4.94252
H 3.48652 0.03647 -6.61489
H 2.38807 -2.19794 -6.66310
H 0.54709 -2.69314 -5.24977
H 1.16829 -2.32983 -2.47743
H 1.35905 -4.60462 -1.51966
H -0.54018 -6.28099 -1.93102
H -2.76236 -5.33424 -2.55367
H -3.00858 -2.91682 -3.06783
O 5.83286 -1.25482 7.18120
N 4.87500 -0.57992 6.76983
O 4.30395 0.29480 7.44702
C 4.43204 -0.93102 5.47510
C 5.04139 -2.00072 4.90053
C 4.78265 -2.30771 3.53539
C 5.43437 -3.26417 2.71781
C 5.11706 -3.30707 1.37421
C 4.07340 -2.55928 0.84331
N 3.38551 -1.68668 1.64644
C 3.75402 -1.51476 2.91578
C 3.01580 -0.47922 3.64306
N 2.03672 0.16344 2.97129
C 1.32487 1.14160 3.59727
C 1.63447 1.51142 4.87159
C 2.65526 0.91259 5.54683
C 3.38809 -0.12992 4.93430
H 5.74352 -2.60452 5.47523
H 6.34454 -3.80455 3.01831
H 5.73233 -3.93602 0.72649
H 3.78466 -2.59467 -0.17841
H 0.48376 1.58536 3.12278
H 1.04207 2.32775 5.34893
H 2.86905 1.24136 6.60236
C -3.89034 -0.12768 1.04988
S -1.59587 0.60483 2.05422
O -2.49624 0.15976 0.74445
O -1.27251 1.98719 1.73019
O -0.33528 -0.30185 1.72620
H -3.96628 -0.63095 1.97076
H -4.26446 -0.74673 0.20325
H -4.47834 0.83163 1.12178
Se 1.34483 -0.35290 -0.86266
N 1.00591 5.05312 -2.69491
C 1.70981 5.39824 -1.61224
N 2.47954 4.51916 -0.95438
C 3.30071 5.15444 -0.09485
C 4.32648 4.58978 0.67732
C 5.19548 5.48255 1.26549
C 5.00791 6.86302 1.28738
C 3.90693 7.44194 0.61664
C 3.00701 6.59924 -0.00341
S 1.75149 7.09785 -1.02212
H 1.01106 4.07059 -3.00392
H 0.46319 5.72875 -3.19511
H 4.43375 3.49697 0.71810
H 6.08967 4.99732 1.67607
H 5.61168 7.50321 1.88574
H 3.73035 8.49867 0.56033
N 0.82906 -2.95945 1.52524
C 0.05469 -3.07335 2.41143
N -0.67893 -3.53632 3.37808
C 0.01492 -3.81648 4.69462
C -1.02983 -4.40271 5.63671
C -2.33296 -3.56329 5.68604
C -2.78813 -2.90349 4.34322
C -2.13584 -3.69471 3.19951
H 0.46313 -2.86812 5.01298
H 0.78953 -4.59981 4.56390
H -0.50608 -4.34219 6.61728
H -1.18518 -5.44364 5.37104
H -2.27544 -2.77824 6.41109
H -3.16826 -4.20641 6.01531
H -2.45584 -1.81992 4.30331
H -3.81722 -2.92797 4.20531
H -2.44009 -3.39584 2.21128
H -2.39707 -4.75882 3.28541

No. 2
119
Properties=species:S:1:pos:R:3 method="wB97M-V/def2-TZVPD" charge=-2 relative_energy_kcal_mol=48.36 homo_lumo_gap_ev=5.93 energy_ev=-238207.4205
Cs 0.32785 -0.03744 0.94332
C 1.64685 -5.61276 -3.54833
C 1.53010 -4.14978 -3.87620
N 1.91755 -3.74184 -5.06422
C 1.81879 -2.43241 -5.36589
C 1.24147 -1.50257 -4.52876
C 1.22142 -0.05508 -4.97203
O 0.50796 0.16505 -6.19083
C 0.77608 -1.92008 -3.26950
C -0.02326 -1.12490 -2.35362
N -1.02665 -0.36639 -2.59427
C -1.70916 -0.25599 -3.78457
C -2.09899 -1.36486 -4.55934
C -2.91993 -1.21506 -5.66257
C -3.37613 0.04291 -6.03923
C -3.00906 1.15214 -5.28968
C -2.19782 0.99787 -4.18165
I -1.63768 2.67114 -3.03263
C 0.99613 -3.28098 -2.84661
O 0.69500 -3.73029 -1.70345
H 1.81354 -6.17739 -4.46448
H 0.73642 -5.95003 -3.04881
H 2.47690 -5.79324 -2.85898
H 2.21622 -2.13163 -6.33010
H 2.24314 0.25962 -5.19608
H 0.84693 0.59372 -4.17415
H -0.35566 -0.25587 -6.10863
H 0.18752 -1.25858 -1.29726
H -1.74562 -2.34417 -4.26303
H -3.20436 -2.08795 -6.23771
H -4.00868 0.16189 -6.90977
H -3.36846 2.13553 -5.56256
Se 2.24997 2.78094 2.14111
N 3.88271 3.01030 1.55064
C 3.92908 2.48183 0.30685
C 5.04404 2.39173 -0.52805
C 4.87585 1.79929 -1.76741
C 3.62204 1.30961 -2.14321
N 2.53748 1.38427 -1.38716
C 2.68000 1.96763 -0.19309
N 1.64077 2.13896 0.64960
H 6.00497 2.77332 -0.20587
H 5.70723 1.71781 -2.45636
H 3.48803 0.83096 -3.10884
C 5.75005 -6.21680 4.18919
C 5.00882 -5.31777 3.23666
C 4.36699 -5.83196 2.11697
C 3.63815 -5.01724 1.26500
C 2.99061 -5.63177 0.04680
C 3.52542 -3.64201 1.54639
C 2.61073 -2.86412 0.68363
O 2.23772 -1.71530 0.84181
C 4.24704 -3.08827 2.62912
C 4.29831 -1.62912 2.92522
C 4.96219 -3.95099 3.45671
H 5.74934 -7.24993 3.84126
H 5.28300 -6.18496 5.17574
H 6.78624 -5.89384 4.30735
H 4.43516 -6.89392 1.90180
H 3.22518 -6.69506 -0.00581
H 3.35184 -5.15692 -0.86645
H 1.90678 -5.51291 0.05302
H 2.22275 -3.41954 -0.18418
H 4.35854 -1.02106 2.02714
H 5.13739 -1.39023 3.57828
H 3.38004 -1.33147 3.43239
H 5.50170 -3.52990 4.29924
C -1.14669 3.72853 3.38495
As -1.61262 2.91863 1.66043
C -3.54372 3.40641 1.73809
C -1.06557 4.51436 0.63396
H -1.82841 4.54141 3.64490
H -0.13533 4.12765 3.30332
H -1.13201 2.98660 4.18216
H -3.69770 4.47865 1.87748
H -4.00797 2.86618 2.56656
H -4.03496 3.09302 0.81467
H -1.39674 5.41666 1.15250
H -1.48511 4.50267 -0.37277
H 0.02132 4.52618 0.55123
C -6.01736 -3.84308 -0.26753
C -5.61080 -3.96101 1.05769
C -4.64109 -3.11400 1.56597
C -4.06823 -2.13162 0.75842
C -4.48011 -2.02173 -0.56600
C -5.45040 -2.87474 -1.07958
P -2.73085 -0.99998 1.34884
C -3.51724 -0.30703 2.85056
C -4.90091 -0.19776 2.99441
C -5.44490 0.40123 4.12196
C -4.61704 0.90564 5.11599
C -3.23970 0.83349 4.96498
C -2.69561 0.24582 3.83392
C -1.67564 -2.35765 2.00389
C -1.10170 -3.15814 1.01429
C -0.30401 -4.23707 1.34693
C -0.05410 -4.52494 2.68311
C -0.61881 -3.73455 3.67193
C -1.43182 -2.65867 3.33853
H -6.76636 -4.51701 -0.66632
H -6.05166 -4.72203 1.69100
H -4.31545 -3.21566 2.59468
H -4.02054 -1.26787 -1.19644
H -5.76012 -2.78185 -2.11352
H -5.55224 -0.58241 2.22022
H -6.52175 0.46728 4.22863
H -5.04832 1.35631 6.00218
H -2.56597 1.22952 5.71535
H -1.61998 0.21952 3.73151
H -1.27407 -2.94291 -0.03672
H 0.12000 -4.83236 0.54763
H 0.58518 -5.35853 2.95054
H -0.42158 -3.94808 4.71508
H -1.85674 -2.05319 4.12632
O 0.30241 1.18746 2.95870
S 0.90660 0.55925 4.16176
O 0.15377 0.85406 5.37202
O 1.06250 -0.87305 3.92524
S 2.76611 1.39374 4.33355